Entry 1:
Entry from OMol25: a structure of composition C23H43BrCdCl2N3O4Si in a non-equilibrium geometry (the ωB97M-V functional and the def2-TZVPD basis).

Cartesian coordinates (Å):
C 4.51148 1.00695 -4.00898
C 3.44845 1.83938 -3.38163
H 5.12127 1.61476 -4.67934
H 4.07434 0.20172 -4.61022
H 5.18672 0.55047 -3.27283
C 3.18295 3.09088 -3.77979
C 3.99914 3.89379 -4.74485
H 2.31088 3.59682 -3.36440
H 4.03116 3.46725 -5.75842
H 5.03739 4.02028 -4.40277
H 3.57601 4.90310 -4.83450
Cd -0.22712 -2.11776 1.31271
Cl -1.34537 -4.25259 0.68599
C -0.57819 1.00125 2.00899
O -1.15282 0.05164 1.44405
N -1.11565 2.24436 2.06667
C -2.41338 2.48046 1.44664
C -0.63286 3.26277 2.99261
H 0.41253 0.87413 2.47526
H -2.53682 1.79596 0.60225
H -2.45057 3.52601 1.10458
H -3.21022 2.31195 2.19185
H 0.31789 2.93385 3.42703
H -1.36444 3.42984 3.79947
H -0.47601 4.22180 2.47724
H -3.42165 -4.65323 4.64362
H -1.02325 -6.30875 4.75488
C -2.93461 -4.46833 3.68308
C -0.78765 -5.74704 3.84215
N -1.49475 -4.47330 3.86370
H -3.25774 -3.49769 3.29304
C -0.80105 -3.33407 3.86546
O -1.26410 -2.22778 3.49577
H 0.29100 -5.51247 3.80433
H 0.26479 -3.42543 4.16908
H -3.21870 -5.26223 2.99776
H -1.08658 -6.32209 2.95088
H -0.28697 -0.27321 -4.13784
H -0.08092 2.27928 -4.57444
C -1.37189 -0.11956 -4.02017
C -1.17513 2.29398 -4.47979
N -1.58574 1.24166 -3.55939
H -1.77672 -0.80247 -3.26825
C -2.45388 1.50068 -2.52557
O -2.90143 0.65820 -1.75184
H -1.49293 3.25929 -4.06712
H -2.68231 2.58788 -2.44668
H -1.86017 -0.27488 -4.99723
H -1.61869 2.13685 -5.47449
O 1.73965 0.23073 -2.69387
C 2.61237 1.16824 -2.26423
C 0.55488 2.39642 -1.43408
C 1.93221 2.21442 -1.30753
H -0.00130 1.68173 -2.04351
C -0.04217 3.51991 -0.86431
H 3.38220 0.70543 -1.59942
C 2.69094 2.99750 -0.43169
H -1.08608 3.73537 -1.08663
C 0.73391 4.36693 -0.06691
C 2.08699 4.09958 0.17694
H 3.76050 2.77144 -0.30003
H 0.26248 5.23100 0.40062
H 2.67399 4.76171 0.82080
Si 1.51069 -2.34434 -2.19521
Cl 0.06584 -1.12999 -0.88704
C 0.28029 -3.34844 -3.20128
C 2.14518 -3.55451 -0.86784
C 3.01154 -1.80146 -3.16029
H -0.62907 -3.54253 -2.61524
H 0.69782 -4.33477 -3.47016
H 0.01348 -2.84932 -4.13904
H 2.72205 -1.27491 -4.07283
H 3.61880 -2.66333 -3.44854
H 3.64945 -1.17683 -2.52355
H 2.67279 -3.02002 -0.06222
H 2.86830 -4.25272 -1.33651
H 1.33735 -4.15025 -0.38740
Br 2.08202 -1.80969 2.55102

Calculated values
- Energy relative to the best compared isomer or geometry (same formula, charge and spin): 31.76 kcal per mole
- Total charge: -1
- 2S+1: 1
- HOMO: -4.35 eV
- LUMO level: 2.7 eV

Entry 2:
Entry from OMol25: a cluster of 10 separate species, C23H43Cl18FIO5PS in total in a non-equilibrium geometry (the ωB97M-V functional and the def2-TZVPD basis).

Cartesian coordinates (Å):
C 2.21910 1.64162 0.89964
C 1.53774 2.03023 -0.21802
C 0.21971 1.42312 -0.70466
C -1.06855 1.91868 -0.04881
P -1.30468 3.77152 0.23712
O -2.82982 3.95206 -0.33638
I 0.07701 4.95449 -1.38360
O -1.41011 1.31271 1.22126
S -2.90254 0.79372 1.29553
O -3.68874 1.49605 2.24556
O -2.97772 -0.62104 1.39265
O -3.36318 1.16610 -0.22368
C -2.21685 1.42810 -0.96645
F -1.88998 0.20189 -1.54170
H 3.20782 1.20121 0.77272
H 1.88717 1.79737 1.92433
H 1.95038 2.82715 -0.83590
H 0.16712 1.47322 -1.78886
H 0.27943 0.36369 -0.46466
H -3.30300 4.58167 0.22038
H -2.36694 2.08434 -1.82122
Cl 2.75332 0.08974 -1.65089
C 3.33074 -1.47762 -2.30474
C 4.09570 -1.31784 -3.59196
Cl 3.04515 -0.80319 -4.93372
H 2.46551 -2.12244 -2.43337
H 3.97654 -1.91652 -1.54445
H 4.53175 -2.27704 -3.87259
H 4.89485 -0.58506 -3.49376
Cl 3.60457 -4.89604 0.31141
C 1.83382 -5.09120 0.24146
C 1.37148 -5.83379 -0.98752
Cl 1.59701 -4.89479 -2.48925
H 1.38816 -4.10096 0.29700
H 1.54586 -5.64990 1.13053
H 0.30791 -6.03455 -0.90104
H 1.89456 -6.77934 -1.10472
Cl -2.62563 1.65755 8.23050
C -3.41486 1.45020 6.64158
C -2.68451 0.46506 5.77070
Cl -1.09778 1.08213 5.23626
H -3.47898 2.42726 6.16944
H -4.42454 1.09064 6.83473
H -3.26808 0.27204 4.87117
H -2.51986 -0.47834 6.28574
Cl 4.70756 -4.45994 -3.00014
C 5.24277 -6.05142 -3.59017
C 6.01726 -5.95058 -4.87827
Cl 4.98256 -5.45252 -6.24125
H 4.35916 -6.67751 -3.70326
H 5.87302 -6.48246 -2.81342
H 6.43273 -6.92461 -5.13205
H 6.83304 -5.23674 -4.79685
Cl -2.30811 6.21637 -4.80186
C -3.33969 7.53187 -4.18481
C -2.60583 8.41531 -3.20958
Cl -2.24288 7.56561 -1.68481
H -4.21945 7.08347 -3.73024
H -3.65590 8.12009 -5.04484
H -3.22240 9.27680 -2.95772
H -1.66712 8.77317 -3.62465
Cl -6.13296 -0.54093 7.49771
C -7.73964 0.07427 7.96342
C -8.40991 0.80620 6.83011
Cl -7.58736 2.34104 6.44978
H -7.61393 0.71427 8.83294
H -8.33920 -0.78704 8.25317
H -9.43342 1.05210 7.10814
H -8.43206 0.20380 5.92558
Cl 1.15622 4.79309 11.45365
C 0.35587 4.56517 9.87572
C 1.08102 3.57311 9.00508
Cl 2.65940 4.19052 8.44909
H 0.28221 5.53683 9.39419
H -0.65034 4.20229 10.07914
H 0.48806 3.36737 8.11497
H 1.25284 2.63579 9.52773
Cl 3.57124 3.58310 -5.59436
C 4.51417 3.17482 -7.05085
C 4.57520 1.68789 -7.28935
Cl 5.54490 0.85004 -6.05887
H 5.50815 3.59976 -6.93708
H 4.02414 3.66026 -7.89349
H 5.04290 1.48942 -8.25248
H 3.58168 1.24367 -7.28972
Cl -0.27978 -7.73181 -2.65809
C -0.81092 -7.87572 -4.35246
C 0.15990 -8.67772 -5.18074
Cl 1.70721 -7.82251 -5.41577
H -0.93872 -6.87095 -4.74773
H -1.78217 -8.36774 -4.34204
H -0.26102 -8.85160 -6.16966
H 0.37350 -9.63960 -4.72154

Calculated values
- Total charge: 0
- 2S+1: 1
- HOMO: -7.84 eV
- LUMO level: 0.1 eV

Entry 3:
Entry from OMol25: a structure of composition C23H43Cl2DyFN3O4Si in a non-equilibrium geometry (the ωB97M-V functional and the def2-TZVPD basis).

Cartesian coordinates (Å):
C 1.51258 -2.10970 -3.18506
C 0.28945 -1.25938 -3.38320
H 1.52575 -2.95274 -3.88722
H 1.50030 -2.47402 -2.15054
H 2.42534 -1.50901 -3.32562
C -0.68024 -1.53253 -4.28837
C -0.74708 -2.77468 -5.10689
H -1.49682 -0.83114 -4.42001
H -0.18739 -3.60503 -4.64759
H -0.35932 -2.64433 -6.13423
H -1.79910 -3.08556 -5.20410
Dy 0.29359 0.13759 1.14765
Cl 0.07137 -1.57154 3.11553
C -0.95749 3.17291 -0.25171
O -0.93852 2.14962 0.45170
N -2.04239 3.92176 -0.51011
C -3.35085 3.65736 0.07761
C -1.98034 5.04256 -1.43903
H -0.03201 3.53733 -0.72689
H -3.25802 2.90455 0.86054
H -4.06242 3.31672 -0.69043
H -3.77199 4.58761 0.48825
H -0.96674 5.08467 -1.85796
H -2.21614 5.99966 -0.94590
H -2.69921 4.92464 -2.26348
H 0.61111 3.28623 6.27512
H 3.14115 3.17166 5.91654
C 0.55014 2.27757 5.84689
C 2.98693 2.16151 5.51945
N 1.66590 2.05557 4.93059
H -0.40097 2.15918 5.32661
C 1.49729 1.76624 3.63651
O 0.38874 1.59896 3.09733
H 3.71811 1.95863 4.73149
H 2.43034 1.66111 3.05357
H 0.59591 1.56899 6.68468
H 3.10457 1.42796 6.32740
H -0.79636 -2.84181 -1.06731
H -3.21533 -2.10843 -2.52147
C -1.53488 -2.95442 -0.26418
C -3.60246 -2.37792 -1.52656
N -2.61979 -2.02546 -0.50237
H -1.04516 -2.77478 0.70534
C -2.84080 -0.93427 0.25066
O -2.00116 -0.39717 1.00362
H -4.53262 -1.81030 -1.35122
H -3.87646 -0.52164 0.14628
H -1.94400 -3.97266 -0.31836
H -3.79646 -3.45895 -1.50545
O 0.14189 -0.41835 -1.14376
C 0.18692 -0.05467 -2.45672
C -2.17759 0.81089 -2.57938
C -0.85476 0.93736 -2.93276
H -2.43480 0.04740 -1.82321
C -3.14140 1.66275 -3.12806
H 1.12529 0.48012 -2.66336
C -0.44768 1.99515 -3.74660
H -4.18606 1.51816 -2.81918
C -2.76033 2.67010 -4.01290
C -1.40478 2.84359 -4.31973
H 0.62788 2.11306 -3.88508
H -3.53715 3.32728 -4.42610
H -1.08961 3.64609 -4.97844
Si 3.43298 -2.94117 2.31530
Cl 2.29635 -2.44417 0.54062
C 2.54400 -4.03617 3.58194
C 4.17114 -1.26652 2.75267
C 4.91366 -4.13483 2.18226
H 1.44845 -4.02252 3.49883
H 2.83715 -3.69522 4.59232
H 2.89519 -5.08294 3.47075
H 4.57338 -5.17681 2.09602
H 5.45307 -4.04416 3.13610
H 5.58711 -3.88228 1.35280
H 3.53293 -0.42861 2.46078
H 5.11224 -1.19466 2.17850
H 4.42153 -1.17829 3.82257
F 2.17696 0.94630 0.81569

Calculated values
- Energy relative to the best compared isomer or geometry (same formula, charge and spin): 0.00 kcal per mole
- Total charge: 0
- 2S+1: 6
- HOMO (spin up / spin down): -7.75 / -7.75 eV
- LUMO level (spin up / spin down): 0.5 / 0.5 eV